Here is a molecular structure, C18H20N8O4PRuS3Sb from the OMol25 dataset. Energies are from wB97M-V/def2-TZVPD.

Each line ends with the Mulliken charge.
CARTESIAN COORDINATES (ANGSTROEM)
Ru1 2.2836 0.4649 0.9027  0.67
C1 -3.2163 0.1210 -3.2025  -0.71
N1 -2.8791 -0.3213 -1.8598  0.25
C2 -3.7379 -0.9226 -0.9857  -0.24
C3 -2.9926 -1.2508 0.1153  -0.85
N2 -1.6990 -0.8643 -0.0652  -0.13
C4 -1.6491 -0.3054 -1.2572  0.27
P1 -0.1660 0.3105 -2.1145  -0.44
C5 0.3480 1.7598 -1.1464  -0.25
N3 1.2048 1.9150 -0.1398  1.08
C6 1.2881 3.2570 0.1243  -0.75
C7 0.4561 3.9223 -0.7182  -0.83
N4 -0.1253 2.9774 -1.5197  0.12
C8 -1.1098 3.2564 -2.5505  -0.88
C9 1.0194 -0.9533 -1.6090  -0.14
N5 1.8689 -0.9734 -0.6003  0.83
C10 2.5608 -2.1540 -0.6800  -1.04
C11 2.1022 -2.8623 -1.7468  -0.67
N6 1.1368 -2.0942 -2.3385  0.08
C12 0.3284 -2.4757 -3.4812  -0.77
H1 -4.2922 0.0399 -3.3318  0.32
H2 -2.9239 1.1579 -3.3551  0.21
H3 -2.7226 -0.4982 -3.9503  0.28
H4 -4.7790 -1.0633 -1.2204  0.45
H5 -3.3165 -1.7471 1.0155  0.49
H6 1.9370 3.6337 0.8962  0.45
H7 0.2406 4.9706 -0.8252  0.44
H8 -1.0656 4.3155 -2.7894  0.37
H9 -0.8830 2.6834 -3.4476  0.38
H10 -2.1153 3.0152 -2.2026  0.29
H11 3.3293 -2.3936 0.0335  0.64
H12 2.3760 -3.8278 -2.1335  0.42
H13 0.7586 -3.3690 -3.9254  0.34
H14 -0.6952 -2.6946 -3.1735  0.28
H15 0.3255 -1.6791 -4.2240  0.32
C13 -1.3270 1.4900 2.0860  -1.00
C14 -0.5975 0.2642 2.4953  -0.21
N7 0.6148 -0.1002 2.1314  0.59
C15 0.9174 -1.2490 2.8155  -0.28
C16 -0.1423 -1.6056 3.5925  0.08
N8 -1.0850 -0.6358 3.3741  0.05
C17 -0.4393 -2.7287 4.5153  0.50
O1 0.5145 -3.6111 4.6934  -0.55
O2 -1.5276 -2.7836 5.0432  -0.64
C18 2.2791 -1.8182 2.6840  0.99
O3 2.5643 -2.8660 3.2716  -0.90
O4 3.0691 -1.1370 1.9473  -0.60
H16 -1.0215 1.7835 1.0867  -0.12
H17 -1.0983 2.3097 2.7694  0.37
H18 -2.4028 1.3165 2.0888  0.42
H19 -1.9799 -0.6326 3.8388  0.28
H20 1.3449 -3.3782 4.1611  0.45
S1 5.2149 4.6127 0.9373  -0.54
Sb1 4.8612 2.4648 1.5317  0.73
S2 4.1944 0.9780 -0.2281  -0.43
S3 2.8511 1.9760 2.6710  -0.50

Cartesian forces, eV/Å:
-0.23 0.39 0.66
0.00 0.01 0.00
0.00 -0.02 -0.03
-0.03 0.00 0.04
-0.01 0.03 -0.02
-0.01 -0.02 -0.02
0.04 0.01 0.05
0.05 -0.02 0.03
0.13 -0.03 0.15
0.23 0.03 -0.13
-0.05 -0.10 -0.10
-0.10 0.02 -0.09
-0.08 0.32 -0.07
0.03 0.02 0.06
-0.08 0.02 -0.06
-0.11 0.04 0.15
0.02 -0.01 0.03
0.00 0.02 0.00
-0.01 -0.01 -0.01
-0.01 -0.01 0.01
0.00 0.00 0.00
-0.01 -0.03 0.00
0.00 0.00 0.00
0.00 0.00 0.00
0.00 -0.01 0.00
-0.01 0.03 -0.04
-0.02 0.00 -0.01
0.00 0.00 0.00
0.00 -0.01 -0.01
0.00 0.01 0.00
0.00 0.01 0.02
0.00 0.00 0.00
0.01 0.00 0.00
0.00 0.00 0.00
-0.01 0.00 0.01
0.00 -0.01 0.00
0.03 -0.06 -0.02
0.00 -0.05 -0.21
-0.04 0.05 0.01
0.00 -0.07 0.02
-0.08 0.03 0.02
0.04 0.07 -0.07
-0.03 -0.01 0.02
-0.04 -0.02 0.03
0.26 0.32 -0.32
-0.02 -0.22 0.14
0.17 -0.38 0.26
0.00 0.00 -0.02
0.00 0.02 0.00
0.00 0.01 0.01
0.01 0.01 0.00
0.05 0.01 -0.02
0.13 -0.51 0.33
-0.91 0.32 -0.90
0.51 0.10 0.17
0.15 -0.29 -0.06

Summary:
E (eV): -90019.7606
HOMO energy (spin up / spin down) (Eh): -0.264 / -0.269
Largest force on an atom (eV/A): 1.32
Frontier orbital gap (spin up / spin down) (eV): 5.16 / 5.29